{
  "formula": "C5H8N2",
  "method": "ωB97M-V/def2-TZVPD",
  "symbols": ["C", "C", "C", "C", "C", "H", "H", "H", "H", "H", "H", "H", "H", "N", "N"],
  "positions_angstrom": [[1.319, -0.867, 0.005], [0.542, 0.111, -0.936], [0.482, 0.147, 1.001], [-1.006, -0.308, 0.730], [-0.887, -0.487, -0.625], [0.899, -1.896, -0.234], [2.400, -0.601, 0.080], [0.993, 0.522, -1.876], [0.342, 2.116, -0.067], [0.747, 0.479, 1.866], [-1.696, -0.769, 1.542], [-1.741, 1.390, -0.377], [-1.477, -1.485, -0.931], [0.921, 1.197, 0.001], [-1.837, 0.451, -0.178]],
  "forces_ev_per_angstrom": [[-1.27, 1.08, 0.07], [2.40, 0.21, -1.61], [-0.57, -1.07, -4.39], [-0.13, 1.96, 5.74], [-2.25, -2.68, -5.26], [1.28, 0.85, 1.14], [-0.86, -0.96, -0.22], [-1.24, -1.69, -0.28], [0.80, -2.08, 0.31], [1.62, 0.93, 5.94], [1.97, 0.01, -1.56], [0.95, 2.32, -0.29], [2.26, 2.13, -0.74], [-3.39, 0.42, 0.49], [-1.57, -1.42, 0.65]],
  "lumo_ev": 1.2,
  "charge": 0,
  "gap_ev": 10.41,
  "max_force_ev_per_a": 6.3
}

{
  "formula": "C5H8N2",
  "method": "ωB97M-V/def2-TZVPD",
  "symbols": ["C", "N", "C", "C", "C", "C", "N", "H", "H", "H", "H", "H", "H", "H", "H"],
  "positions_angstrom": [[-2.913, -0.602, 0.083], [-1.177, 0.345, -0.634], [-0.094, -0.501, -0.691], [0.936, 0.115, -0.044], [2.326, -0.390, 0.199], [0.378, 1.371, 0.357], [-0.873, 1.513, -0.009], [-2.008, 0.300, -1.231], [-3.009, 0.149, 0.890], [-2.350, -1.428, 0.559], [-0.170, -1.470, -1.167], [3.072, 0.263, -0.268], [2.456, -1.394, -0.214], [2.555, -0.436, 1.269], [0.872, 2.167, 0.902]],
  "forces_ev_per_angstrom": [[0.17, 0.01, 0.25], [-0.17, -0.16, -0.03], [0.08, 0.02, 0.06], [-0.14, -0.07, -0.08], [0.05, -0.03, 0.01], [-0.03, 0.08, 0.02], [0.22, -0.07, 0.08], [0.16, 0.06, -0.07], [0.01, -0.11, -0.13], [-0.04, 0.14, -0.06], [0.01, 0.15, 0.06], [-0.13, -0.09, 0.07], [-0.04, 0.15, 0.06], [-0.06, 0.01, -0.15], [-0.09, -0.12, -0.07]],
  "lumo_ev": 0.2,
  "charge": 0,
  "gap_ev": 9.07,
  "max_force_ev_per_a": 0.3
}

{
  "formula": "C5H8N2",
  "method": "ωB97M-V/def2-TZVPD",
  "symbols": ["C", "C", "C", "N", "C", "C", "N", "H", "H", "H", "H", "H", "H", "H", "H"],
  "positions_angstrom": [[-0.585, 1.280, -0.255], [-0.248, -0.190, -0.137], [-1.253, -1.020, 0.626], [0.441, -0.790, -1.273], [1.182, -0.610, -0.022], [2.153, 0.425, 0.264], [2.866, 1.256, 0.638], [-0.784, 1.733, 0.721], [-1.486, 1.384, -0.869], [0.223, 1.847, -0.730], [-2.245, -0.987, 0.166], [-0.933, -2.063, 0.694], [-1.334, -0.614, 1.642], [0.671, -0.079, -1.965], [1.416, -1.556, 0.461]],
  "forces_ev_per_angstrom": [[0.03, 0.02, 0.01], [-0.12, 0.06, 0.19], [-0.03, -0.05, -0.03], [0.00, 0.06, -0.22], [0.11, 0.00, 0.30], [0.51, 0.63, 0.20], [-0.50, -0.69, -0.49], [0.03, -0.10, -0.09], [0.08, 0.02, 0.09], [-0.11, -0.10, 0.09], [0.10, 0.02, -0.01], [-0.07, 0.13, -0.07], [-0.03, -0.12, -0.16], [0.03, -0.09, 0.17], [-0.04, 0.21, 0.03]],
  "lumo_ev": 0.8,
  "charge": 0,
  "smiles": "CC1(C)N[C@H]1C#N",
  "gap_ev": 10.83,
  "max_force_ev_per_a": 1.0
}

{
  "formula": "C5H8N2",
  "method": "ωB97M-V/def2-TZVPD",
  "symbols": ["C", "C", "C", "N", "N", "C", "C", "H", "H", "H", "H", "H", "H", "H", "H"],
  "positions_angstrom": [[2.517, -0.167, 0.274], [1.000, 0.082, -0.398], [0.760, 1.189, 0.345], [-0.804, 1.246, 0.660], [-1.211, 0.144, 0.056], [-2.623, -0.289, -0.125], [-0.235, -0.586, -0.579], [3.289, 0.189, -0.404], [2.475, -1.236, 0.309], [2.838, 0.148, 1.313], [1.450, 2.059, 0.278], [-2.980, 0.067, -1.097], [-3.287, 0.081, 0.659], [-2.651, -1.387, -0.137], [-0.535, -1.472, -1.132]],
  "forces_ev_per_angstrom": [[-0.33, -1.30, -1.60], [1.70, -0.02, 2.59], [-6.54, 2.17, 0.07], [4.11, 0.33, -1.31], [1.19, -0.76, -0.99], [0.32, 0.26, 0.06], [0.24, 0.05, 0.60], [0.04, -0.29, -0.15], [0.85, -0.79, -0.02], [-1.47, 0.19, -1.13], [-1.02, -0.55, 1.23], [0.07, 0.06, 0.25], [0.42, 0.08, -0.02], [0.09, 0.39, 0.12], [0.32, 0.17, 0.29]],
  "lumo_ev": 0.9,
  "charge": 0,
  "smiles": "Cc1cnn(C)c1",
  "gap_ev": 9.24,
  "max_force_ev_per_a": 6.9
}

{
  "formula": "C5H8N2",
  "method": "ωB97M-V/def2-TZVPD",
  "symbols": ["C", "N", "C", "C", "C", "C", "N", "H", "H", "H", "H", "H", "H", "H", "H"],
  "positions_angstrom": [[1.868, -0.629, -0.525], [1.542, -0.072, 0.774], [0.344, 0.672, 1.027], [-0.869, 0.220, 0.237], [-1.816, 0.924, -0.672], [-0.659, -1.017, 0.688], [0.475, -0.683, 1.586], [1.001, -0.953, -1.114], [2.532, -1.484, -0.366], [2.416, 0.135, -1.083], [0.419, 1.560, 1.650], [-2.209, 0.246, -1.435], [-1.322, 1.761, -1.177], [-2.669, 1.334, -0.118], [-1.052, -2.015, 0.528]],
  "forces_ev_per_angstrom": [[0.01, -0.06, -0.10], [0.15, 0.08, -0.19], [0.00, 0.40, 0.11], [0.00, -0.17, -0.01], [-0.01, 0.00, -0.03], [-0.19, -0.04, -0.19], [-0.10, -0.22, 0.24], [0.11, 0.05, 0.09], [-0.09, 0.12, -0.03], [-0.07, -0.10, 0.07], [-0.01, -0.13, -0.09], [0.04, 0.07, 0.13], [-0.05, -0.12, 0.06], [0.14, -0.04, -0.06], [0.06, 0.16, 0.01]],
  "lumo_ev": 1.0,
  "charge": 0,
  "gap_ev": 9.98,
  "max_force_ev_per_a": 0.4
}

{
  "formula": "C5H8N2",
  "method": "ωB97M-V/def2-TZVPD",
  "symbols": ["C", "C", "C", "N", "C", "N", "C", "H", "H", "H", "H", "H", "H", "H", "H"],
  "positions_angstrom": [[2.126, -1.033, 0.291], [0.878, -0.277, -0.052], [0.471, 0.146, -1.294], [-0.793, 0.661, -1.171], [-1.209, 0.573, 0.128], [-2.540, 0.953, 0.430], [-0.184, 0.013, 0.853], [3.022, -0.608, -0.168], [2.276, -1.047, 1.375], [2.067, -2.077, -0.036], [0.962, 0.088, -2.256], [-1.348, 1.090, -1.894], [-3.117, 0.122, 0.535], [-2.591, 1.463, 1.305], [-0.191, -0.195, 1.916]],
  "forces_ev_per_angstrom": [[0.19, -0.05, 0.09], [-0.05, -0.03, -0.10], [0.12, -0.09, 0.02], [-0.18, 0.07, 0.03], [0.14, -0.09, -0.13], [-0.03, -0.07, 0.24], [-0.10, -0.05, 0.01], [-0.10, 0.04, 0.04], [0.02, 0.04, -0.15], [-0.05, 0.10, 0.04], [-0.04, 0.04, 0.15], [0.09, -0.10, 0.09], [0.00, 0.19, -0.04], [0.03, 0.01, -0.11], [-0.06, -0.01, -0.17]],
  "lumo_ev": 1.1,
  "charge": 0,
  "smiles": "Cc1c[nH]c(N)c1",
  "gap_ev": 8.88,
  "max_force_ev_per_a": 0.3
}

What are the relative energy (zero: lowest compared OMol25 entry of this formula, charge and spin) values for these records? In order: 129.5, 113.5, 29.8, 97.9, 97.7, 3.2 kcal/mol.